Computed, not measured: a structure of composition C19H29N3OPPtSe3Te at a distorted geometry, with the ωB97M-V functional and the def2-TZVPD basis.

Element x y z (Å)
Pt: -0.813 1.096 0.551
C: 0.552 3.262 -1.155
N: 0.874 2.130 -0.239
C: 1.759 2.613 0.843
C: 1.506 1.130 -1.130
C: 2.848 1.127 -1.426
C: 3.344 0.176 -2.320
C: 2.478 -0.737 -2.901
C: 1.118 -0.733 -2.603
C: 0.622 0.215 -1.717
N: -0.669 0.276 -1.208
C: -1.818 -0.334 -1.693
C: -2.083 -0.662 -3.022
C: -3.285 -1.270 -3.343
C: -4.232 -1.555 -2.366
C: -3.984 -1.216 -1.044
C: -2.787 -0.600 -0.721
N: -2.450 -0.230 0.685
C: -3.674 0.260 1.384
C: -1.975 -1.447 1.403
H: 1.484 3.578 -1.628
H: 0.136 4.089 -0.598
H: -0.151 2.927 -1.912
H: 2.573 3.210 0.425
H: 2.150 1.756 1.381
H: 1.178 3.236 1.516
H: 3.515 1.848 -0.974
H: 4.398 0.161 -2.557
H: 2.859 -1.479 -3.591
H: 0.461 -1.478 -3.029
H: -1.360 -0.426 -3.790
H: -3.493 -1.511 -4.377
H: -5.166 -2.029 -2.633
H: -4.722 -1.435 -0.286
H: -4.354 -0.579 1.525
H: -4.157 1.020 0.783
H: -3.392 0.666 2.350
H: -2.763 -2.201 1.373
H: -1.754 -1.190 2.437
H: -1.083 -1.816 0.903
Se: -2.345 3.005 0.406
Se: -1.301 4.738 1.448
Te: -0.878 3.786 3.740
Se: -0.821 1.402 3.019
C: 3.560 -0.742 1.921
P: 1.910 -1.388 1.662
C: 1.362 -2.025 3.243
C: 2.082 -2.789 0.562
O: 0.988 -0.343 1.098
H: 4.221 -1.513 2.319
H: 3.522 0.089 2.626
H: 3.956 -0.388 0.968
H: 1.990 -2.855 3.566
H: 0.332 -2.374 3.158
H: 1.395 -1.231 3.989
H: 2.829 -3.493 0.931
H: 2.381 -2.422 -0.421
H: 1.127 -3.306 0.466

**Total charge**: +1
**Kohn-Sham gap (alpha / beta)**: 5.49 / 5.49 eV
**ΔE to the lowest compared entry with this formula, charge and spin**: 0.0850 eV
**Molecular weight**: 905.99 g mol⁻¹